1.
{
  "formula": "C5H7NO2",
  "method": "ωB97M-V with the def2-TZVPD basis set",
  "species": ["C", "C", "C", "C", "C", "H", "H", "H", "H", "H", "H", "H", "N", "O", "O"],
  "positions_angstrom": [[2.23, -0.18, -0.07], [1.29, 0.79, 0.57], [0.10, 1.03, -0.21], [-0.87, -1.22, -0.15], [-2.20, -0.26, -0.34], [3.19, -0.39, 0.87], [1.50, 1.89, 0.71], [0.75, 0.63, 1.81], [-0.98, -2.07, 0.63], [-0.18, -1.49, -1.18], [-2.65, 0.04, -1.50], [-2.92, -0.09, 0.77], [-0.92, 0.20, 0.26], [2.00, -0.68, -1.15], [-0.35, 1.80, -1.01]],
  "lumo_ha": 0.007,
  "homo_lumo_gap_ev": 9.36,
  "homo_energy_ev": -9.18,
  "relative_energy_kj_mol": 666.6,
  "energy_ev": -10876.708,
  "molar_mass_g_mol": 113.12,
  "spin_multiplicity": 1
}

***

2.
{
  "formula": "C5H7NO2",
  "method": "ωB97M-V with the def2-TZVPD basis set",
  "species": ["C", "C", "C", "C", "C", "H", "H", "H", "H", "H", "H", "H", "N", "O", "O"],
  "positions_angstrom": [[1.43, -1.24, 0.11], [0.15, 1.61, -0.01], [-1.03, 0.77, 0.44], [-1.50, -0.52, -0.45], [-0.03, -0.86, -0.08], [1.72, -1.77, 0.98], [1.81, -1.70, -0.84], [-0.06, 2.66, -0.27], [-1.82, 1.28, 0.99], [-1.76, -0.37, -1.49], [-2.26, -1.02, 0.14], [0.27, -0.18, -0.88], [1.40, 1.37, -0.10], [2.01, 0.16, 0.23], [-0.31, -0.20, 1.23]],
  "lumo_ha": 0.028,
  "homo_lumo_gap_ev": 10.22,
  "homo_energy_ev": -9.46,
  "relative_energy_kj_mol": 723.7,
  "energy_ev": -10876.117,
  "molar_mass_g_mol": 113.12,
  "spin_multiplicity": 1
}

***

3.
{
  "formula": "C5H7NO2",
  "method": "ωB97M-V with the def2-TZVPD basis set",
  "species": ["C", "C", "C", "C", "C", "N", "O", "O", "H", "H", "H", "H", "H", "H", "H"],
  "positions_angstrom": [[1.23, 0.21, -0.81], [1.21, -0.43, 0.57], [-1.24, 0.51, 0.54], [-1.37, -0.60, -0.48], [-0.02, -0.17, -0.11], [-2.01, -2.26, 0.86], [-2.39, -3.26, 0.33], [-1.76, -1.95, 1.99], [1.70, 1.22, -0.89], [1.53, -0.31, -1.79], [1.34, -1.46, 0.86], [1.51, 0.36, 1.35], [-1.74, 1.41, 0.13], [-1.36, 0.29, 1.62], [-1.79, -0.89, -1.33]],
  "lumo_ha": [-0.005, -0.005],
  "homo_lumo_gap_ev": [8.49, 8.48],
  "homo_energy_ev": [-8.61, -8.61],
  "relative_energy_kj_mol": 761.8,
  "energy_ev": -10875.722,
  "molar_mass_g_mol": 113.12,
  "spin_multiplicity": 1
}

***

4.
{
  "formula": "C5H7NO2",
  "method": "ωB97M-V with the def2-TZVPD basis set",
  "species": ["C", "C", "C", "C", "C", "H", "H", "H", "H", "H", "H", "H", "N", "O", "O"],
  "positions_angstrom": [[-1.30, -0.25, -0.62], [-1.41, -0.90, 0.71], [-0.10, -0.39, 0.09], [2.03, -0.27, -0.41], [1.80, 0.97, 0.08], [-1.30, 1.80, -0.95], [-2.26, 1.25, 0.75], [-1.59, -0.70, -1.67], [-1.82, -1.83, 0.82], [-2.06, -0.29, 1.41], [3.10, -0.72, -0.57], [2.11, 1.95, 0.22], [-1.98, 0.97, -0.49], [0.90, -1.21, -0.15], [0.54, 0.81, 0.70]],
  "lumo_ha": 0.036,
  "homo_lumo_gap_ev": 9.41,
  "homo_energy_ev": -8.43,
  "relative_energy_kj_mol": 621.7,
  "energy_ev": -10877.173,
  "molar_mass_g_mol": 113.12,
  "spin_multiplicity": 1
}

***

5.
{
  "formula": "C5H7NO2",
  "method": "ωB97M-V with the def2-TZVPD basis set",
  "species": ["C", "C", "C", "C", "O", "N", "C", "O", "H", "H", "H", "H", "H", "H", "H"],
  "positions_angstrom": [[0.64, -0.67, 1.21], [0.36, -0.36, -0.23], [1.45, 0.52, -0.73], [0.03, 1.07, -0.46], [-1.02, 1.38, 0.49], [-2.07, 0.54, 0.13], [-1.83, -0.59, -0.36], [-0.60, -1.09, -0.89], [-0.35, -1.03, 1.45], [1.04, 0.39, 1.51], [1.36, -1.44, 1.53], [1.61, 0.73, -1.66], [2.42, 0.54, -0.16], [-0.38, 1.25, -1.46], [-2.67, -1.25, -0.38]],
  "lumo_ha": 0.030,
  "homo_lumo_gap_ev": 10.12,
  "homo_energy_ev": -9.32,
  "relative_energy_kj_mol": 635.6,
  "energy_ev": -10877.030,
  "smiles": "C[C@]12C[C@@H]1ON=CO2",
  "molar_mass_g_mol": 113.12,
  "spin_multiplicity": 1
}

***

6.
{
  "formula": "C5H7NO2",
  "method": "ωB97M-V with the def2-TZVPD basis set",
  "species": ["C", "C", "C", "C", "C", "H", "H", "H", "H", "H", "H", "H", "N", "O", "O"],
  "positions_angstrom": [[0.83, -0.53, -1.67], [0.09, -0.94, 0.64], [-0.65, -0.30, 1.74], [-0.80, 1.07, 1.22], [-0.41, 1.06, -0.14], [0.90, 0.54, -2.15], [1.87, -0.80, -1.44], [0.45, -1.07, -2.63], [1.60, -2.36, 1.42], [-0.91, -0.68, 2.60], [-0.95, 1.79, 2.26], [-0.90, 2.99, -0.84], [0.03, -0.24, -0.49], [0.76, -2.22, 0.34], [-0.34, 2.11, -1.16]],
  "lumo_ha": -0.003,
  "homo_lumo_gap_ev": 7.25,
  "homo_energy_ev": -7.33,
  "relative_energy_kj_mol": 572.5,
  "energy_ev": -10877.684,
  "molar_mass_g_mol": 113.12,
  "spin_multiplicity": 1
}